1.
Formula: C29H40I2N2P2STi
Source: the Open Molecules 2025 dataset
Level of theory: wB97M-V/def2-TZVPD

Structure (ORCA input):
```
! RIJCOSX wB97M-V def2-TZVPD def2/J DEFGRID3
* xyz 0 1
Ti -0.97773 0.32838 -0.39245
C -0.84182 -4.88308 0.00390
C -1.17513 -3.45209 -0.41515
C -1.21729 -3.32584 -1.94510
P -0.14074 -2.05027 0.20688
C 0.46493 -2.41035 1.93934
C -0.67463 -2.82395 2.87961
C 1.63250 -3.38581 2.06395
C 1.36704 -2.06778 -0.78709
C 2.14793 -3.20393 -1.00569
C 3.37684 -3.12499 -1.62910
C 3.86197 -1.86447 -1.95690
C 3.09049 -0.73451 -1.77081
C 1.77763 -0.81769 -1.26991
N 0.90656 0.28121 -1.18899
C 1.32481 1.49285 -1.81567
C 1.84810 1.53536 -3.10420
C 2.30930 2.72539 -3.63600
C 2.28001 3.89125 -2.88235
C 1.68754 3.87462 -1.63102
C 1.16340 2.69261 -1.11355
P 0.07593 2.50583 0.32754
C 1.19737 2.45141 1.79743
C 2.18542 1.28969 1.63348
C 1.95055 3.75238 2.05185
C -1.01995 3.97753 0.49264
C -1.68750 3.91985 1.86882
C -0.47945 5.37864 0.19846
H -1.60614 -5.54638 -0.40939
H -0.84630 -5.01577 1.08218
H 0.11907 -5.21681 -0.38383
H -2.16836 -3.21857 -0.01989
H -0.33316 -3.78562 -2.38817
H -1.23958 -2.28494 -2.27415
H -2.10270 -3.82538 -2.34363
H 0.81204 -1.42454 2.25906
H -1.05551 -3.81687 2.64081
H -1.50138 -2.12149 2.85305
H -0.29890 -2.85108 3.90475
H 1.33926 -4.40407 1.79921
H 1.96398 -3.39626 3.10540
H 2.48008 -3.09631 1.44857
H 1.79294 -4.16622 -0.66557
H 3.96368 -4.01420 -1.81855
H 4.86073 -1.75456 -2.36250
H 3.50561 0.22779 -2.02670
H 1.86454 0.63179 -3.69874
H 2.69548 2.74444 -4.64780
H 2.67690 4.81558 -3.28199
H 1.64328 4.78548 -1.05429
H 0.53980 2.22818 2.64240
H 2.90921 1.50717 0.84482
H 1.67964 0.36057 1.37514
H 2.73369 1.13187 2.56520
H 2.49977 4.06535 1.16065
H 2.67821 3.59371 2.85144
H 1.28726 4.55823 2.36080
H -1.78754 3.76770 -0.25530
H -1.00110 4.25815 2.65390
H -2.02869 2.91719 2.11453
H -2.56447 4.56662 1.87150
H 0.41017 5.63348 0.77589
H -1.26340 6.09165 0.46070
H -0.26337 5.50584 -0.85960
S -1.85835 0.21214 1.90022
C -3.06125 -0.60071 0.93778
C -4.26771 -1.09602 1.41866
C -5.14267 -1.67237 0.52670
C -4.81308 -1.72514 -0.82853
C -3.60676 -1.21841 -1.23532
N -2.73248 -0.69265 -0.36474
H -4.49994 -0.98499 2.46773
H -6.09493 -2.05510 0.87080
H -5.49931 -2.12852 -1.55891
H -3.31752 -1.20884 -2.27572
I -1.79698 1.46511 -2.83174
I -4.13788 2.30151 -0.22680
*
```

Its HOMO-LUMO gap is 5.403 eV. The calculation puts the energy relative to the best compared isomer or geometry (same formula, charge and spin) at 6.14 kcal/mol.

***

2.
Formula: C29H40NPrS11Sb
Source: the Open Molecules 2025 dataset
Level of theory: wB97M-V/def2-TZVPD

Structure (ORCA input):
```
! RIJCOSX wB97M-V def2-TZVPD def2/J DEFGRID3
* xyz -1 3
Pr 0.29607 -0.15997 -0.34227
C 0.63064 -0.89889 3.72487
C -0.73497 -1.56922 3.82200
S -1.42192 -2.04630 2.21194
C -3.09857 -1.38483 2.32560
C -3.20332 0.11127 2.58259
S -2.27720 1.11787 1.39714
C -1.44718 2.30344 2.46848
C -0.45860 1.71784 3.46954
S 0.76222 0.60118 2.72402
H 1.34884 -1.57662 3.25661
H 0.99852 -0.68770 4.73144
H -1.44922 -0.92318 4.33036
H -0.63258 -2.46955 4.43069
H -3.65957 -1.93100 3.08710
H -3.53862 -1.63820 1.35785
H -2.85120 0.35950 3.58321
H -4.25386 0.40496 2.53633
H -2.20032 2.89401 2.99323
H -0.94522 3.00317 1.78578
H -0.95766 1.17917 4.27642
H 0.08715 2.54923 3.91726
C -0.15146 1.52862 -3.89752
C -1.47821 2.11415 -3.43585
S -1.86718 1.82042 -1.68684
C -3.56039 1.21525 -1.83967
C -3.73432 -0.13889 -2.51727
S -2.62986 -1.41126 -1.84846
C -1.86633 -2.06292 -3.36158
C -1.17377 -1.04370 -4.25277
S 0.21238 -0.19315 -3.43112
H 0.67755 2.09345 -3.47351
H -0.08020 1.59600 -4.98483
H -2.31404 1.73713 -4.02720
H -1.41591 3.20003 -3.55564
H -4.15580 1.96817 -2.36066
H -3.92766 1.17531 -0.81359
H -3.54377 -0.06120 -3.58582
H -4.76313 -0.48419 -2.40090
H -2.62490 -2.60518 -3.93014
H -1.14462 -2.79459 -2.99533
H -1.87386 -0.29981 -4.62950
H -0.77912 -1.57354 -5.12263
C 6.28173 3.59714 1.08365
C 5.20986 3.02391 2.02106
C 3.91295 3.80020 1.79533
C 5.65200 3.21103 3.47846
C 5.03992 1.53188 1.73768
C 6.15042 0.67159 1.85329
C 6.06615 -0.67589 1.58042
C 4.82975 -1.18548 1.18826
S 4.40406 -2.80236 0.74504
C 2.76154 -2.28677 0.48138
N 2.54778 -1.02118 0.68563
C 3.71617 -0.36041 1.08183
C 3.82362 1.00339 1.35367
C 1.71424 -3.24272 0.07063
C 2.00259 -4.61144 0.13861
C 1.03556 -5.53982 -0.19004
C -0.22406 -5.08221 -0.56060
C -0.48059 -3.72014 -0.61414
C 0.46870 -2.72262 -0.32545
H 6.38906 4.67037 1.25630
H 5.99590 3.44725 0.04124
H 7.25656 3.13115 1.24207
H 4.08205 4.86182 1.98528
H 3.11006 3.47298 2.45907
H 3.55223 3.70149 0.77019
H 5.77795 4.27402 3.69743
H 6.59992 2.70842 3.68319
H 4.90039 2.80946 4.16123
H 7.10820 1.07691 2.15580
H 6.93489 -1.31599 1.66261
H 2.95212 1.63021 1.22680
H 2.97970 -4.95643 0.45987
H 1.25157 -6.59967 -0.14175
H -1.01023 -5.79140 -0.79670
H -1.49869 -3.43573 -0.86498
S -0.48106 5.33436 -2.64107
Sb 0.95396 5.13026 -0.85223
S 1.09800 2.35801 -0.43503
S 2.32189 1.21510 -1.68709
S -0.23441 5.26786 1.13478
*
```

Its expectation value of S² is 2.007. Its HOMO-LUMO gap (alpha / beta) is 5.107 / 5.104 eV.

***

3.
Formula: C29H41AuN5O4PS2
Source: the Open Molecules 2025 dataset
Level of theory: wB97M-V/def2-TZVPD

Structure (ORCA input):
```
! RIJCOSX wB97M-V def2-TZVPD def2/J DEFGRID3
* xyz 0 3
Au -0.40379 -0.26612 0.29053
S -1.62558 -1.57033 4.43593
C -0.43607 -0.36662 4.65220
C 0.02827 0.10834 3.46095
C -0.58343 -0.51862 2.33370
C -1.51161 -1.45035 2.72220
C -2.32436 -2.25414 1.78589
C -3.10100 -3.34484 2.15991
C -3.79543 -4.03780 1.18364
C -3.69907 -3.64264 -0.14194
C -2.90572 -2.54739 -0.43844
N -2.25020 -1.86893 0.50252
H -0.15390 -0.05931 5.64772
H 0.77563 0.88887 3.39474
H -3.15141 -3.64742 3.19840
H -4.40521 -4.89016 1.45600
H -4.22535 -4.16370 -0.92962
H -2.79466 -2.17758 -1.45187
C 3.34347 -0.27865 2.36902
C 3.29479 0.31552 0.95533
C 2.76781 1.75499 1.06170
C 4.68817 0.34892 0.33199
P 2.06272 -0.59603 -0.09140
C 2.29368 0.01680 -1.79795
C 1.44583 1.01815 -2.15696
C 1.14747 1.35795 -3.57022
C 2.07157 0.72108 -4.54586
C 3.02558 -0.15105 -4.14553
C 3.13833 -0.54930 -2.79079
C 2.34050 -2.44821 -0.11403
C 1.78870 -3.04427 1.19163
C 3.79241 -2.91543 -0.26666
C 1.48744 -3.00195 -1.26627
H 3.89965 0.40216 3.02030
H 3.85207 -1.24136 2.39336
H 2.34805 -0.41015 2.79669
H 3.45077 2.33560 1.68888
H 1.77471 1.78810 1.51619
H 2.71362 2.24170 0.08460
H 5.34817 0.91523 0.99673
H 4.68174 0.85072 -0.63737
H 5.12053 -0.64247 0.20295
H 0.80370 1.48240 -1.41638
H 1.12894 2.43788 -3.72072
H 1.93613 0.96363 -5.59197
H 3.69004 -0.59180 -4.87837
H 3.85699 -1.31126 -2.53309
H 2.36242 -2.74536 2.06875
H 1.84623 -4.13420 1.11289
H 0.74670 -2.77345 1.36180
H 4.41294 -2.62423 0.57900
H 4.27051 -2.56585 -1.17946
H 3.79051 -4.00880 -0.30369
H 0.44749 -2.66675 -1.21124
H 1.49241 -4.09343 -1.19593
H 1.85666 -2.71881 -2.24908
C -1.23658 3.04288 0.08094
N -1.95465 1.76120 0.20039
C -2.91109 1.66718 -0.93258
N -3.85689 2.78159 -0.92818
C -3.09185 4.02692 -1.02179
N -2.14518 4.18670 0.09294
C -2.91187 4.14700 1.34449
N -3.67410 2.90318 1.49704
C -2.73202 1.78738 1.45791
C -4.57745 2.78021 0.34574
H -0.67895 3.03977 -0.85830
H -0.53443 3.12642 0.91371
H -3.44828 0.72163 -0.85204
H -2.35412 1.66348 -1.86662
H -3.78303 4.87095 -1.01812
H -2.53716 4.03153 -1.96117
H -3.60331 4.99074 1.35935
H -2.22293 4.24534 2.18575
H -3.27284 0.84348 1.54596
H -2.03799 1.86472 2.29585
H -5.27973 3.61509 0.35759
H -5.13923 1.84912 0.43532
O -0.25283 1.02924 -3.83786
S -0.82722 -0.42984 -3.39762
O 0.14951 -1.39193 -3.83804
O -0.92176 -0.36097 -1.91871
O -2.12056 -0.42226 -4.01327
*
```

Its expectation value of S² is 2.050. Its HOMO-LUMO gap (alpha / beta) is 7.181 / 7.603 eV. The calculation puts the energy relative to the best compared isomer or geometry (same formula, charge and spin) at 0.00 kcal/mol.

***

Number 1: E_tot -102435.891 eV. Number 2: E_tot -172012.663 eV. Number 3: E_tot -81028.389 eV.